DFT (ωB97M-V with the def2-TZVPD basis set) results for 3 unconnected molecules or ions with the total composition C2H10NO2 at a distorted geometry.

Each line ends with the Löwdin charge.
Cartesian coordinates (Å):
C  0.79251  -0.96117  -0.88704  -0.11
C  0.25612  -1.37266  -2.04712  0.06
N  -0.06775  -0.47958  0.26674  0.19
H  1.84863  -1.04298  -0.65385  0.12
H  0.63385  -2.32398  -2.44257  0.08
H  -0.24269  -0.72029  -2.76043  0.09
H  0.02285  -1.19907  0.98503  0.17
H  -1.06762  -0.37304  0.08101  0.11
H  0.40332  0.39042  0.56335  0.11
H  2.26004  1.08812  2.44447  0.06
H  1.90432  2.34224  1.71745  0.07
O  1.66241  1.40208  1.75812  -0.05
H  -3.17570  0.64948  -0.24882  0.06
H  -2.74251  1.70169  0.85060  0.08
O  -2.48778  0.89875  0.37306  -0.04

## Properties
Total charge: +1
ΔE to the lowest compared entry with this formula, charge and spin (kJ/mol): 213.9
LUMO energy (eV): -4.1
Kohn-Sham gap (eV): 9.590
Multiplicity: 1
Largest force on an atom (eV/Å): 2.61
Energy (hartree): -287.114867